*1*
DFT (the ωB97M-V functional and the def2-TZVPD basis) results for C3H7N3O as an isolated structure.

Values from the calculation:
HOMO-LUMO gap (eV): 9.491
E_LUMO (eV): 0.86

Atoms and positions in Å:
1 C 1.699 1.057 -0.522
2 N 1.546 -0.370 -0.652
3 C 0.549 -0.943 -0.146
4 N 0.185 -2.153 0.243
5 C -1.182 -0.123 0.261
6 O -1.865 -1.036 0.769
7 N -1.855 1.042 0.119
8 H 2.459 1.283 0.239
9 H 0.758 1.524 -0.195
10 H 2.028 1.524 -1.457
11 H -0.932 -1.961 0.658
12 H 0.926 -2.782 0.559
13 H -1.481 1.884 -0.279
14 H -2.835 1.053 0.403

---

*2*
DFT (the ωB97M-V functional and the def2-TZVPD basis) results for one molecule with the formula C3H7N3O.

Values from the calculation:
HOMO-LUMO gap (eV): 10.438
E_LUMO (eV): 0.80
SMILES string: [H]/N=C/NC(=O)NC

Atoms and positions in Å:
1 C 2.557 0.245 -0.010
2 N 1.193 0.165 0.470
3 C 0.182 -0.144 -0.409
4 O 0.348 -0.409 -1.585
5 N -1.079 -0.076 0.174
6 C -2.246 -0.240 -0.553
7 N -3.363 0.011 -0.001
8 H 2.548 0.747 -0.978
9 H 3.029 -0.736 -0.137
10 H 3.149 0.841 0.692
11 H 1.058 -0.059 1.445
12 H -1.190 0.384 1.067
13 H -2.067 -0.579 -1.577
14 H -4.124 -0.149 -0.655

---

Referenced to the most stable arrangement, the calculated values in kJ/mol are *1* 228.2; *2* 0.0.

---

*1*
DFT (the ωB97M-V functional and the def2-TZVPD basis) results for one molecule with the formula C3H7N3O.

Values from the calculation:
HOMO-LUMO gap (eV): 9.240
E_LUMO (eV): 0.66
SMILES string: ON1C=NNCC1

Atoms and positions in Å:
1 C 0.316 0.815 0.573
2 C -0.794 0.869 -0.452
3 C 0.074 -1.571 0.123
4 H 2.755 0.043 -0.106
5 H 1.108 1.596 0.367
6 H 0.026 0.822 1.611
7 H -1.383 1.795 -0.498
8 H -0.215 0.763 -1.436
9 H -2.482 0.001 0.464
10 H 0.620 -2.492 0.083
11 N 0.947 -0.503 0.359
12 N -1.706 -0.222 -0.357
13 N -1.210 -1.504 -0.058
14 O 1.944 -0.413 -0.673

---

*2*
DFT (the ωB97M-V functional and the def2-TZVPD basis) results for a 2-piece molecular cluster, C3H7N3O overall.

Values from the calculation:
HOMO-LUMO gap (eV): 9.199
E_LUMO (eV): 0.77
SMILES string: C/N=N\C.N=C=O

Atoms and positions in Å:
1 C 4.259 -0.214 -0.064
2 C -0.523 -0.910 -1.370
3 C 0.296 0.948 0.590
4 N 3.565 -0.022 0.894
5 N 0.211 -1.281 -0.206
6 N 0.661 -0.435 0.570
7 O 4.965 -0.278 -0.976
8 H 0.014 -0.119 -1.975
9 H -0.722 -1.823 -1.924
10 H -1.384 -0.268 -1.159
11 H 0.848 1.443 1.438
12 H 0.617 1.329 -0.356
13 H -0.720 1.036 0.688
14 H 3.467 -0.344 1.857

---

*3*
DFT (the ωB97M-V functional and the def2-TZVPD basis) results for one molecule with the formula C3H7N3O.

Values from the calculation:
HOMO-LUMO gap (eV): 10.501
E_LUMO (eV): 0.99

Atoms and positions in Å:
1 C -1.612 1.088 0.662
2 N -0.675 0.042 1.025
3 C 0.356 -0.239 0.152
4 O 1.317 0.790 -0.199
5 N 1.454 -1.185 0.451
6 C 1.699 -0.460 -0.826
7 N 0.328 -0.747 -1.300
8 H -1.050 2.011 0.492
9 H -2.283 1.254 1.509
10 H -2.212 0.857 -0.231
11 H -1.094 -0.799 1.396
12 H 1.133 -2.125 0.201
13 H 2.611 -0.505 -1.418
14 H 0.028 0.017 -1.915

---

*4*
DFT (the ωB97M-V functional and the def2-TZVPD basis) results for one molecule with the formula C3H7N3O.

Values from the calculation:
HOMO-LUMO gap (eV): 9.748
E_LUMO (eV): 0.62
SMILES string: C/N=C(/N)C(N)=O

Atoms and positions in Å:
1 C 1.224 1.240 -0.409
2 N 1.234 -0.149 -0.024
3 C 0.153 -0.810 0.085
4 N 0.216 -2.164 0.325
5 C -1.295 -0.295 0.111
6 O -2.191 -1.062 0.408
7 N -1.506 1.076 0.038
8 H 2.222 1.665 -0.280
9 H 0.494 1.806 0.176
10 H 0.952 1.342 -1.472
11 H -0.591 -2.553 0.794
12 H 1.126 -2.432 0.681
13 H -1.262 1.575 -0.806
14 H -2.402 1.349 0.413

---

Referenced to the most stable arrangement, the calculated values in kJ/mol are *1* 357.8; *2* 227.5; *3* 308.3; *4* 0.0.

---

*1*
DFT (the ωB97M-V functional and the def2-TZVPD basis) results for one molecule with the formula C3H7N3O.

Values from the calculation:
HOMO-LUMO gap (eV): 10.534
E_LUMO (eV): 0.92
SMILES string: C/N=C(\N)C(N)=O

Atoms and positions in Å:
1 C -0.499 2.113 0.106
2 N -0.132 0.855 -0.532
3 C 0.028 -0.176 0.206
4 N -0.119 -0.268 1.579
5 C 0.543 -1.467 -0.428
6 O 1.383 -2.146 0.150
7 N 0.088 -1.808 -1.649
8 H 0.352 2.641 0.573
9 H -1.255 1.966 0.889
10 H -0.900 2.798 -0.650
11 H 0.213 -1.160 1.927
12 H 0.299 0.492 2.099
13 H -0.683 -1.381 -2.141
14 H 0.681 -2.461 -2.130

---

*2*
DFT (the ωB97M-V functional and the def2-TZVPD basis) results for one molecule with the formula C3H7N3O.

Values from the calculation:
HOMO-LUMO gap (eV): 7.710
E_LUMO (eV): 0.46

Atoms and positions in Å:
1 C -1.688 1.536 0.729
2 N -0.803 0.562 1.438
3 C 0.128 -0.436 0.798
4 O 0.537 -1.345 1.463
5 N 0.417 -0.214 -0.490
6 C 1.243 -1.012 -1.277
7 N 1.466 -0.728 -2.487
8 H -2.209 0.880 0.024
9 H -1.016 2.221 0.209
10 H -1.553 0.117 2.020
11 H -0.229 1.111 2.080
12 H -0.024 0.593 -0.872
13 H 1.642 -1.859 -0.740
14 H 2.088 -1.426 -2.893

---

*3*
DFT (the ωB97M-V functional and the def2-TZVPD basis) results for one molecule with the formula C3H7N3O.

Values from the calculation:
HOMO-LUMO gap (eV): 9.818
E_LUMO (eV): 0.78
SMILES string: [H]/N=C\N(/C=N/[H])OC

Atoms and positions in Å:
1 C 0.888 0.237 2.068
2 C 0.687 -0.663 -0.812
3 C -1.577 0.155 -0.315
4 H 1.299 1.217 2.512
5 H 0.282 -0.285 2.782
6 H 1.727 -0.365 1.614
7 H 0.073 -1.461 -1.322
8 H 2.428 -0.927 -1.647
9 H -2.146 0.479 0.611
10 H -1.441 -0.481 -2.056
11 N -0.205 0.053 -0.051
12 N 1.936 -0.356 -0.945
13 N -2.164 -0.118 -1.393
14 O 0.101 0.799 1.072

---

*4*
DFT (the ωB97M-V functional and the def2-TZVPD basis) results for a 2-piece molecular cluster, C3H7N3O overall.

Values from the calculation:
HOMO-LUMO gap (eV): 9.664
E_LUMO (eV): 1.03

Atoms and positions in Å:
1 C 1.806 1.004 -0.546
2 N 1.721 -0.415 -0.791
3 C 1.092 -1.280 -0.231
4 N 0.476 -2.280 0.192
5 C -1.291 0.147 0.241
6 O -1.908 -0.951 0.659
7 N -2.167 1.152 0.211
8 H 2.526 1.217 0.251
9 H 0.816 1.369 -0.251
10 H 2.144 1.501 -1.459
11 H -1.228 -1.663 0.608
12 H 1.019 -2.891 0.790
13 H -1.859 2.049 -0.125
14 H -3.148 1.042 0.451

---

Referenced to the most stable arrangement, the calculated values in kJ/mol are *1* 0.0; *2* 311.3; *3* 358.0; *4* 216.6.

---

*1*
DFT (the ωB97M-V functional and the def2-TZVPD basis) results for one molecule with the formula C4H4OS2.

Values from the calculation:
HOMO-LUMO gap (eV): 6.996
E_LUMO (eV): -1.42

Atoms and positions in Å:
1 C -0.886 -0.777 -0.743
2 C 0.177 -0.773 -1.593
3 C 0.493 0.713 0.694
4 C -0.767 -0.091 0.563
5 O 2.351 2.330 1.672
6 S 1.669 0.042 -1.351
7 S 1.041 1.718 1.901
8 H -1.750 -1.370 -0.754
9 H -0.001 -1.486 -2.350
10 H -1.540 0.727 0.733
11 H -0.785 -1.032 1.229

---

*2*
DFT (the ωB97M-V functional and the def2-TZVPD basis) results for C4H4OS2 as an isolated structure.

Values from the calculation:
HOMO-LUMO gap (eV): 7.807
E_LUMO (eV): -1.03

Atoms and positions in Å:
1 C -0.718 -0.939 1.185
2 C -0.427 0.415 0.636
3 C 0.664 0.659 -0.267
4 C 0.596 0.244 -1.844
5 H -1.810 -0.904 1.488
6 H 0.191 -1.005 2.074
7 H -0.592 -1.753 0.496
8 H 1.321 0.773 -2.460
9 O -0.429 -0.388 -2.107
10 S -1.020 1.829 0.909
11 S 2.223 1.069 -0.110

---

Referenced to the most stable arrangement, the calculated values in kJ/mol are *1* 102.9; *2* 0.0.

---

*1*
DFT (the ωB97M-V functional and the def2-TZVPD basis) results for one molecule with the formula C2H7NO.

Values from the calculation:
HOMO-LUMO gap (eV): 10.214
E_LUMO (eV): 0.94
SMILES string: NCCO

Atoms and positions in Å:
1 C 0.295 -0.902 -0.209
2 C -0.383 0.315 -0.824
3 H -0.848 -1.219 1.475
4 H 0.322 -0.084 1.638
5 H -0.111 -1.796 -0.723
6 H 1.370 -0.857 -0.446
7 H -1.473 0.235 -0.733
8 H -0.154 0.383 -1.900
9 H 0.848 1.786 -0.458
10 N 0.120 -1.010 1.234
11 O -0.034 1.518 -0.162

---

*2*
DFT (the ωB97M-V functional and the def2-TZVPD basis) results for a 2-piece molecular cluster, C2H7NO overall.

Values from the calculation:
HOMO-LUMO gap (eV): 10.346
E_LUMO (eV): 0.87
SMILES string: C=O.CN

Atoms and positions in Å:
1 C 1.640 -0.161 -0.406
2 N 0.329 0.258 0.085
3 H 1.966 0.416 -1.270
4 H 2.422 -0.032 0.209
5 H 1.748 -1.112 -0.826
6 H -0.392 0.694 -0.488
7 H 0.445 1.026 0.756
8 O -2.372 -0.153 -0.701
9 C -2.065 -0.283 0.528
10 H -2.070 0.604 1.197
11 H -1.652 -1.257 0.915

---

*3*
DFT (the ωB97M-V functional and the def2-TZVPD basis) results for one molecule with the formula C2H7NO.

Values from the calculation:
HOMO-LUMO gap (eV): 10.672
E_LUMO (eV): 1.07
SMILES string: NCCO

Atoms and positions in Å:
1 C 0.085 -0.884 -0.224
2 O 0.528 -1.844 0.765
3 C -0.099 0.485 0.368
4 N -0.335 1.554 -0.590
5 H -0.839 -1.272 -0.653
6 H 0.878 -0.870 -0.974
7 H 0.247 -1.499 1.618
8 H 0.758 0.729 0.992
9 H -0.948 0.460 1.066
10 H -0.798 1.201 -1.410
11 H 0.523 1.940 -0.957

---

*4*
DFT (the ωB97M-V functional and the def2-TZVPD basis) results for one molecule with the formula C2H7NO.

Values from the calculation:
HOMO-LUMO gap (eV): 10.434
E_LUMO (eV): 0.92
SMILES string: NCCO

Atoms and positions in Å:
1 C -0.195 -0.372 0.812
2 O -1.453 -0.881 1.161
3 C -0.050 -0.115 -0.699
4 N 1.134 0.706 -1.052
5 H 0.596 -1.083 1.071
6 H 0.126 0.565 1.303
7 H -2.103 -0.221 0.877
8 H -0.913 0.495 -0.999
9 H -0.019 -1.060 -1.240
10 H 1.021 1.665 -0.776
11 H 1.856 0.300 -0.458

---

Referenced to the most stable arrangement, the calculated values in kJ/mol are *1* 0.0; *2* 166.7; *3* 14.9; *4* 22.4.

---

*1*
DFT (the ωB97M-V functional and the def2-TZVPD basis) results for a 2-piece molecular cluster, C9H14 overall.

Values from the calculation:
HOMO-LUMO gap (eV): 10.002
E_LUMO (eV): 1.03
SMILES string: Cc1ccccc1.CC

Atoms and positions in Å:
1 C 1.089 1.761 -1.223
2 C -0.013 -1.831 -1.216
3 C 1.085 -2.460 -0.541
4 C -0.022 -0.482 -1.419
5 C 1.135 0.279 -1.111
6 C 2.073 -1.655 -0.011
7 C 2.174 -0.310 -0.447
8 H -0.901 -2.417 -1.462
9 H 0.966 -3.476 -0.198
10 H -0.946 0.011 -1.735
11 H 2.814 -2.134 0.611
12 H 1.962 2.289 -0.812
13 H 0.266 2.166 -0.645
14 H 3.018 0.326 -0.191
15 H 1.129 1.983 -2.287
16 C -2.565 0.481 1.993
17 C -1.370 1.022 1.221
18 H -2.791 -0.522 1.638
19 H -2.317 0.324 3.044
20 H -3.464 1.072 1.708
21 H -0.443 0.848 1.806
22 H -1.493 2.095 1.057
23 H -1.385 0.629 0.218

---

*2*
DFT (the ωB97M-V functional and the def2-TZVPD basis) results for a 2-piece molecular cluster, C9H14 overall.

Values from the calculation:
HOMO-LUMO gap (eV): 10.022
E_LUMO (eV): 0.96
SMILES string: Cc1ccccc1.CC

Atoms and positions in Å:
1 C -2.530 -0.746 -2.870
2 C -1.974 -2.185 -2.674
3 H -1.918 -0.126 -2.186
4 H -2.284 -0.477 -3.910
5 H -3.607 -0.562 -2.748
6 H -2.367 -2.478 -1.703
7 H -0.914 -2.235 -2.618
8 H -2.452 -2.854 -3.400
9 C 1.550 -0.913 2.767
10 C 0.218 1.644 -0.373
11 C 1.237 0.752 -0.628
12 C -0.425 1.710 0.843
13 C 1.775 -0.005 0.424
14 C 0.037 0.850 1.853
15 C 1.132 0.018 1.655
16 H -0.099 2.281 -1.247
17 H 1.723 0.676 -1.601
18 H -1.280 2.374 0.974
19 H 2.628 -0.659 0.262
20 H -0.451 0.891 2.871
21 H 2.565 -1.257 3.037
22 H 0.911 -1.810 2.522
23 H 1.153 -0.572 3.722

---

Referenced to the most stable arrangement, the calculated values in kJ/mol are *1* 9.2; *2* 0.0.